C6H15N2 | wB97M-V/def2-TZVPD

The total energy is -9438.69328 eV. The SMILES is C/C(=C\N)CCC[NH3+]. The orbital gap is 8.76 eV. The energy relative to the best compared isomer or geometry (same formula, charge and spin) is 1.279 eV. For the lowest unoccupied orbital energy, the calculation gives -0.1156 Eh. As for the maximum force: 0.025 hartree/bohr.

The geometry in ORCA input format:
```
! RIJCOSX wB97M-V def2-TZVPD def2/J DEFGRID3
* xyz 1 1
C 0.10155 0.52940 -2.24087
C 0.55521 0.17362 -0.86195
C 1.03388 1.05864 0.02544
N 0.72060 2.42359 0.08673
C 0.69575 -1.30381 -0.53076
C 0.18370 -1.69206 0.86014
C -1.28801 -1.38248 1.08575
N -1.52480 0.08586 1.31079
H -0.43631 -0.24835 -2.77273
H 0.94063 0.80353 -2.87782
H -0.56121 1.40434 -2.30510
H 1.65743 0.71997 0.84764
H 1.39908 2.91135 0.65348
H 0.55028 2.88902 -0.78803
H 1.70496 -1.70538 -0.68452
H 0.23404 -1.98116 -1.24531
H 0.74586 -1.30988 1.68372
H 0.33820 -2.77477 0.90169
H -1.83071 -1.68207 0.19326
H -1.64724 -1.95467 1.93778
H -1.40182 0.36297 2.28398
H -2.45947 0.32289 0.98308
H -0.82892 0.60094 0.76070
*
```

Listed below, in e, are the Löwdin charges computed for each atom:
1. C -0.044
2. C -0.317
3. C -0.200
4. N 0.075
5. C -0.164
6. C -0.186
7. C -0.130
8. N 0.204
9. H 0.079
10. H 0.095
11. H 0.081
12. H 0.135
13. H 0.093
14. H 0.087
15. H 0.128
16. H 0.115
17. H 0.105
18. H 0.130
19. H 0.136
20. H 0.133
21. H 0.176
22. H 0.173
23. H 0.095

=====

C56H43IN6O4P3Se2Tl | wB97M-V/def2-TZVPD

The total energy is -247257.59426 eV. The orbital gap is 5.38 eV. The energy relative to the best compared isomer or geometry (same formula, charge and spin) is 0.344 eV. For the lowest unoccupied orbital energy, the calculation gives 0.1223 Eh. As for the maximum force: 0.019 hartree/bohr.

The geometry in ORCA input format:
```
! RIJCOSX wB97M-V def2-TZVPD def2/J DEFGRID3
* xyz -2 1
Tl 0.21034 -0.31559 -0.05616
O -2.55298 0.21722 4.13311
C -1.61567 0.06624 3.17698
O -1.89515 -0.34450 2.08496
C -0.25641 0.46646 3.61003
C 0.02235 0.73810 4.94275
C 1.30309 1.16028 5.26754
C 2.22729 1.31215 4.25585
C 1.86760 0.99328 2.94470
N 0.65656 0.55460 2.63794
C 2.91653 1.15245 1.81843
O 3.94280 1.77143 2.15550
O 2.62920 0.64956 0.71126
H -3.40906 -0.03789 3.74944
H -0.74402 0.61605 5.69428
H 1.56714 1.37683 6.29570
H 3.23557 1.66084 4.42932
Se -1.33165 2.81706 -7.62650
P 0.31406 2.26998 -6.41884
C 1.49246 3.63254 -6.15148
C 1.44654 4.77132 -6.94233
C 2.42124 5.74913 -6.80101
C 3.43202 5.59258 -5.86324
C 3.47989 4.45255 -5.07258
C 2.51848 3.46829 -5.22561
C 1.36262 1.10818 -7.37926
C 2.54260 1.53672 -7.98082
C 3.27343 0.66516 -8.77587
C 2.82803 -0.62847 -8.99138
C 1.64185 -1.05307 -8.40885
C 0.90686 -0.19094 -7.61119
C -0.05672 1.47293 -4.86050
C -0.09319 1.72353 -3.46642
N -0.41528 0.54208 -2.87868
N -0.57899 -0.34746 -3.83133
N -0.38042 0.17387 -5.01555
P 0.08683 3.15917 -2.41515
Se -1.21624 3.23278 -0.75617
C 1.83784 3.27929 -1.96846
C 2.70120 2.24407 -2.29927
C 4.03580 2.30617 -1.93133
C 4.51405 3.41096 -1.25035
C 3.64578 4.43333 -0.89214
C 2.30586 4.36251 -1.22641
C -0.30220 4.58146 -3.49312
C -1.51151 4.51273 -4.18145
C -1.93856 5.58020 -4.95280
C -1.17023 6.73235 -5.02303
C 0.02394 6.81300 -4.32207
C 0.45683 5.74417 -3.55414
H 0.64233 4.88089 -7.65968
H 2.39056 6.63443 -7.42460
H 4.19003 6.35863 -5.74968
H 4.26100 4.32552 -4.33237
H 2.56000 2.57397 -4.61953
H 2.90338 2.54482 -7.82361
H 4.19944 1.00289 -9.22569
H 3.40615 -1.30542 -9.60908
H 1.28645 -2.06327 -8.57018
H 0.00154 -0.51724 -7.12387
H 2.31596 1.37015 -2.81004
H 4.69089 1.47152 -2.14291
H 5.54985 3.45242 -0.94346
H 4.01296 5.27156 -0.31319
H 1.61196 5.12273 -0.88763
H -2.12382 3.62369 -4.09212
H -2.87216 5.50932 -5.49429
H -1.50186 7.57406 -5.61959
H 0.62138 7.71557 -4.37134
H 1.38751 5.81202 -3.00863
I -5.46371 -0.87259 1.60667
C -3.96234 -1.53840 0.26844
C -3.53772 -2.85267 0.32502
C -2.57902 -3.25948 -0.58714
C -2.09379 -2.32785 -1.49684
N -2.50629 -1.06806 -1.51726
C -3.41761 -0.65845 -0.64592
H -3.94262 -3.53613 1.05952
H -2.19626 -4.26860 -0.57421
H -1.34892 -2.58566 -2.23885
H -3.69443 0.38972 -0.68118
N 0.41303 -3.14392 -0.03201
P 1.86696 -3.49170 -0.31658
C 3.22230 -2.71906 0.68256
C 4.49602 -2.36531 0.25446
C 5.40921 -1.83012 1.15134
C 5.06342 -1.65970 2.48214
C 3.79258 -2.00755 2.91710
C 2.87598 -2.52610 2.01673
C 2.38469 -5.25946 -0.03996
C 3.69075 -5.71991 -0.18134
C 4.00304 -7.04291 0.09420
C 3.01119 -7.91931 0.51699
C 1.70718 -7.46777 0.66523
C 1.40242 -6.14092 0.39174
C 2.45902 -3.20067 -2.03960
C 2.40396 -4.17615 -3.02969
C 2.57738 -3.83352 -4.36470
C 2.78371 -2.50971 -4.72412
C 2.81946 -1.52568 -3.74453
C 2.64803 -1.86824 -2.41491
H 4.77499 -2.49310 -0.78569
H 6.39779 -1.54502 0.80949
H 5.77263 -1.22776 3.17706
H 3.51785 -1.85419 3.95470
H 1.86261 -2.77407 2.31823
H 4.46583 -5.03696 -0.50868
H 5.02280 -7.39483 -0.01722
H 3.25898 -8.95173 0.73651
H 0.93325 -8.15144 0.99599
H 0.39777 -5.74548 0.50554
H 2.22825 -5.20992 -2.75181
H 2.54220 -4.60312 -5.12846
H 2.89926 -2.23711 -5.76612
H 2.96785 -0.49228 -4.03983
H 2.65631 -1.11176 -1.63544
*
```

Atomic partial charges in e from the Löwdin method, atoms 1 to 99:
1. Tl 0.790
2. O 0.084
3. C -0.461
4. O 0.031
5. C -0.187
6. C -0.011
7. C -0.061
8. C -0.002
9. C -0.163
10. N 0.146
11. C -0.661
12. O -0.038
13. O -0.159
14. H 0.058
15. H 0.107
16. H 0.098
17. H 0.110
18. Se 0.213
19. P 0.536
20. C -0.365
21. C -0.114
22. C -0.092
23. C -0.091
24. C -0.067
25. C -0.087
26. C -0.325
27. C -0.081
28. C -0.098
29. C -0.108
30. C -0.092
31. C -0.096
32. C -0.429
33. C -0.447
34. N -0.070
35. N -0.045
36. N -0.026
37. P 0.523
38. Se 0.232
39. C -0.340
40. C -0.113
41. C -0.068
42. C -0.081
43. C -0.078
44. C -0.105
45. C -0.347
46. C -0.117
47. C -0.094
48. C -0.098
49. C -0.098
50. C -0.088
51. H 0.059
52. H 0.097
53. H 0.096
54. H 0.103
55. H 0.087
56. H 0.096
57. H 0.094
58. H 0.092
59. H 0.100
60. H 0.083
61. H 0.084
62. H 0.111
63. H 0.101
64. H 0.099
65. H 0.101
66. H 0.109
67. H 0.099
68. H 0.094
69. H 0.098
70. H 0.087
71. I 0.814
72. C -0.700
73. C -0.152
74. C -0.082
75. C -0.197
76. N 0.050
77. C -0.240
78. H 0.088
79. H 0.091
80. H 0.092
81. H 0.097
82. N -0.325
83. P 0.590
84. C -0.288
85. C -0.096
86. C -0.089
87. C -0.101
88. C -0.096
89. C -0.096
90. C -0.278
91. C -0.089
92. C -0.107
93. C -0.125
94. C -0.108
95. C -0.094
96. C -0.277
97. C -0.088
98. C -0.100
99. C -0.096

=====

C22H35Br45N4O3P | wB97M-V/def2-TZVPD

The total energy is -3196671.09336 eV. The orbital gap is 6.89 eV. For the lowest unoccupied orbital energy, the calculation gives -0.1579 Eh. As for the maximum force: 0.133 hartree/bohr.

The geometry in ORCA input format:
```
! RIJCOSX wB97M-V def2-TZVPD def2/J DEFGRID3
* xyz 1 1
C -2.62017 2.31974 9.97571
C -1.68115 1.06337 9.50468
C -1.93919 0.88470 7.90197
C -3.29355 0.06040 7.57055
N -3.74041 0.11787 6.14153
N -2.74306 -0.25170 5.24549
C -3.26967 -0.40706 3.84755
N -3.51194 -1.74943 3.21826
C -2.22170 -2.13176 2.48552
N -3.55463 0.68426 3.06302
C -3.39097 2.11498 3.49550
P -3.32336 3.38294 2.08077
O -4.23192 4.59588 2.53162
O -1.69032 4.01125 2.06176
O -3.81995 2.77612 0.55371
H -2.74189 3.12667 9.12999
H -3.68331 1.92672 10.19606
H -2.17763 2.77061 10.95035
H -0.55685 1.33833 9.64083
H -1.95339 0.06305 10.00945
H -1.05437 0.24983 7.46981
H -1.86361 1.91816 7.36543
H -4.14771 0.56462 8.19790
H -3.20441 -1.02006 8.00015
H -4.20329 1.01080 5.89447
H -1.97968 0.44938 5.16875
H -3.69163 -2.46180 3.96654
H -2.37070 -2.00593 1.34063
H -1.32104 -1.45912 2.79281
H -1.90612 -3.21976 2.72428
H -3.94103 0.49602 2.10684
H -4.34114 2.37938 4.13098
H -2.48607 2.31888 4.18259
H -1.47295 4.11700 3.03099
H -3.03203 2.28716 0.17400
C 0.24853 -0.51950 -0.65216
Br -0.63249 -0.38743 -2.37765
Br -0.58527 0.63174 0.67501
Br 0.36778 -2.35892 -0.04084
H 1.27121 -0.16006 -0.78783
C 1.10159 -5.96670 2.65513
Br 0.78322 -4.41611 3.78226
Br 0.22458 -7.55511 3.34655
Br 0.61951 -5.62625 0.80445
H 2.17606 -6.15992 2.67465
C -2.06599 6.33281 10.76952
Br -2.35079 5.45171 12.47703
Br -0.29311 5.97771 10.05958
Br -3.45791 5.89248 9.48776
H -2.12797 7.40766 10.95099
C 0.92728 2.47877 -5.13245
Br 0.77167 3.21338 -3.34089
Br 1.25612 3.86326 -6.45423
Br 2.25728 1.06596 -5.21757
H -0.03522 2.02514 -5.37728
C 3.80689 -0.87166 -9.06656
Br 2.99634 0.89336 -9.09310
Br 5.68577 -0.79663 -8.57665
Br 2.81281 -2.10326 -7.94055
H 3.75773 -1.26092 -10.08554
C -4.51581 -1.25514 -2.56119
Br -4.37329 0.12470 -1.20056
Br -4.41922 -3.03700 -1.79390
Br -6.10050 -1.02454 -3.65912
H -3.65168 -1.14413 -3.21940
C 0.94944 2.87407 -11.87313
Br 0.59289 3.49506 -10.06728
Br -0.68727 2.64078 -12.89269
Br 2.21743 4.02163 -12.79385
H 1.41439 1.88990 -11.78586
C 5.65072 -2.03691 -4.69848
Br 5.25522 -3.63017 -5.73598
Br 5.97186 -2.45677 -2.82915
Br 7.10943 -1.01463 -5.47215
H 4.76246 -1.40254 -4.73434
C -0.90720 -11.38292 1.64319
Br 0.95449 -10.95036 1.29688
Br -1.50672 -10.67913 3.35177
Br -2.06264 -10.82046 0.18665
H -0.97624 -12.47083 1.70417
C 9.06583 -0.80542 -11.63982
Br 9.21727 0.57728 -10.28449
Br 9.14206 -2.58539 -10.86637
Br 7.48489 -0.56528 -12.74318
H 9.93193 -0.70518 -12.29698
C 2.97233 8.38010 7.87805
Br 2.08201 8.56109 6.16118
Br 2.16397 9.51174 9.23387
Br 3.06868 6.52584 8.44926
H 3.99898 8.72636 7.74352
C -4.36687 -6.36168 0.17364
Br -3.69719 -7.27076 -1.40660
Br -5.44063 -7.53868 1.28428
Br -2.93465 -5.52323 1.18419
H -5.02437 -5.56161 -0.17265
C -5.54700 6.45407 -0.65822
Br -3.68099 6.87075 -1.00244
Br -6.13838 7.15155 1.05499
Br -6.69707 7.03590 -2.11145
H -5.62616 5.36647 -0.60430
C 5.50779 0.69121 -0.55373
Br 4.04876 0.84930 -1.82614
Br 6.08750 2.42604 0.09906
Br 5.06808 -0.51906 0.90089
H 6.35226 0.25285 -1.08974
C 7.04041 -4.50273 -13.88212
Br 5.78416 -4.65287 -12.40830
Br 8.43536 -5.85061 -13.78162
Br 6.14003 -4.52131 -15.60309
H 7.52842 -3.53036 -13.78740
*
```

Atomic partial charges in e from the Löwdin method, atoms 1 to 99:
1. C -0.149
2. C -0.227
3. C -0.238
4. C -0.191
5. N -0.108
6. N -0.009
7. C -0.140
8. N 0.007
9. C -0.161
10. N 0.094
11. C -0.179
12. P 0.700
13. O -0.362
14. O -0.205
15. O -0.225
16. H 0.032
17. H 0.076
18. H 0.051
19. H 0.116
20. H 0.113
21. H 0.106
22. H 0.109
23. H 0.135
24. H 0.138
25. H 0.108
26. H 0.113
27. H 0.139
28. H 0.062
29. H 0.068
30. H 0.037
31. H 0.151
32. H 0.140
33. H 0.119
34. H 0.084
35. H 0.011
36. C -1.528
37. Br 0.577
38. Br 0.580
39. Br 0.573
40. H -0.060
41. C -1.562
42. Br 0.560
43. Br 0.551
44. Br 0.515
45. H -0.018
46. C -1.583
47. Br 0.575
48. Br 0.529
49. Br 0.570
50. H -0.023
51. C -1.583
52. Br 0.540
53. Br 0.569
54. Br 0.520
55. H -0.021
56. C -1.561
57. Br 0.550
58. Br 0.526
59. Br 0.537
60. H -0.022
61. C -1.595
62. Br 0.564
63. Br 0.578
64. Br 0.606
65. H -0.046
66. C -1.616
67. Br 0.502
68. Br 0.566
69. Br 0.566
70. H -0.049
71. C -1.584
72. Br 0.547
73. Br 0.563
74. Br 0.541
75. H -0.042
76. C -1.592
77. Br 0.552
78. Br 0.533
79. Br 0.552
80. H -0.024
81. C -1.592
82. Br 0.555
83. Br 0.558
84. Br 0.565
85. H -0.023
86. C -1.603
87. Br 0.553
88. Br 0.558
89. Br 0.527
90. H -0.024
91. C -1.604
92. Br 0.566
93. Br 0.583
94. Br 0.535
95. H -0.062
96. C -1.619
97. Br 0.546
98. Br 0.568
99. Br 0.561

=====

C3H3O2S2 | wB97M-V/def2-TZVPD

The total energy is -28925.46107 eV. The orbital gap is 6.83 eV. The energy relative to the best compared isomer or geometry (same formula, charge and spin) is 1.483 eV. For the lowest unoccupied orbital energy, the calculation gives 0.1207 Eh. As for the maximum force: 0.053 hartree/bohr.

The geometry in ORCA input format:
```
! RIJCOSX wB97M-V def2-TZVPD def2/J DEFGRID3
* xyz -1 1
C 0.07919 -2.81724 0.90160
C -0.15899 1.94243 -0.59862
C -0.13938 -1.55992 0.62011
O 0.01224 -3.94971 1.23095
O 0.29822 2.47086 -1.80031
S -1.76259 1.71694 -0.43346
S 0.93654 1.89220 0.62133
H -1.00190 -1.42334 -0.05948
H 1.25170 2.38336 -1.54941
H 0.48497 -0.65559 1.06730
*
```

Listed below, in e, are the Löwdin charges computed for each atom:
1. C -0.308
2. C -1.570
3. C -0.029
4. O 0.089
5. O -0.193
6. S 0.438
7. S 0.446
8. H 0.062
9. H 0.023
10. H 0.041

=====

Which formula does entry 1 have?
C6H15N2

=====

Which of these has the highest maximum force?
C22H35Br45N4O3P

=====

The highest orbital gap belongs to which entry?
C6H15N2

=====

Which of these has the lowest lowest unoccupied orbital energy?
C22H35Br45N4O3P